Formula: C3H9N2O2
Source: the OMol25 dataset
Level of theory: ωB97M-V/def2-TZVPD

Properties
Net charge: -1
Energy relative to the best compared isomer or geometry (same formula, charge and spin) in kcal per mole: 32.0
Orbital gap in eV: 7.64
E_HOMO in eV: -3.6

Each line ends with the Löwdin charge.
Element x y z (Å)
C (-1.484, -1.992, -0.067)  -0.431
N (-0.753, -1.053, 0.519)  -0.035
C (-0.611, -1.011, 1.957)  -0.098
O (-2.144, -2.877, 0.469)  -0.070
H (-1.390, -1.952, -1.161)  0.120
H (-0.072, -0.456, -0.054)  0.046
H (-1.425, -1.558, 2.421)  0.065
H (-0.616, 0.026, 2.293)  0.071
H (0.337, -1.437, 2.259)  0.072
N (0.815, 2.630, -1.152)  -0.041
C (1.447, 1.327, -1.501)  -0.570
O (1.102, 0.294, -0.712)  -0.327
H (-0.155, 2.410, -0.937)  0.033
H (1.220, 2.957, -0.279)  0.025
H (1.196, 1.165, -2.564)  0.069
H (2.531, 1.527, -1.490)  0.070

Forces on the atoms, in the same order (eV/Å):
0.63 -0.09 -0.30
0.12 0.22 0.20
-0.23 0.23 -0.27
-0.44 -0.19 0.32
-0.11 0.14 -0.17
-0.15 0.00 -0.11
-0.04 -0.05 0.09
-0.06 0.05 0.02
0.29 -0.24 0.15
0.00 0.27 -0.16
-0.22 -0.16 0.22
0.11 -0.13 0.12
0.04 0.03 0.03
-0.07 -0.17 0.05
-0.15 -0.02 -0.21
0.29 0.12 0.02

***

Formula: C3H9N2O2
Source: the OMol25 dataset
Level of theory: ωB97M-V/def2-TZVPD

Properties
Net charge: -1
Energy relative to the best compared isomer or geometry (same formula, charge and spin) in kcal per mole: 10.8
Orbital gap in eV: 8.48
E_HOMO in eV: -4.2

Each line ends with the Löwdin charge.
Element x y z (Å)
N (-1.529, 1.030, 0.357)  -0.012
C (-0.454, 1.896, 0.797)  -0.398
N (-0.885, 2.897, 1.782)  -0.039
H (-1.238, 0.100, 0.005)  0.024
H (-2.099, 1.464, -0.364)  0.044
H (0.234, 1.222, 1.301)  0.097
H (0.079, 2.405, -0.012)  0.098
H (-1.423, 3.639, 1.356)  0.031
H (-1.517, 2.387, 2.394)  0.044
O (1.471, -0.425, -0.773)  -0.083
C (0.805, -1.478, -0.782)  -0.787
O (-0.420, -1.593, -0.499)  -0.116
C (1.536, -2.766, -1.151)  -0.063
H (0.850, -3.471, -1.626)  0.052
H (2.385, -2.606, -1.816)  0.052
H (1.938, -3.229, -0.246)  0.058

Forces on the atoms, in the same order (eV/Å):
-0.70 -0.02 -0.28
-0.10 -0.55 0.10
0.16 -0.24 0.13
0.41 0.40 0.22
0.12 0.01 0.05
0.34 0.16 -0.13
0.06 0.02 0.03
-0.14 -0.04 -0.18
-0.07 0.23 0.06
0.23 0.08 -0.01
-0.40 0.49 0.07
0.08 -0.19 -0.03
0.18 -0.53 -0.19
-0.02 -0.04 0.12
-0.03 0.24 0.00
-0.12 -0.01 0.05

***

Formula: C3H9N2O2
Source: the OMol25 dataset
Level of theory: ωB97M-V/def2-TZVPD

Properties
Energy relative to the best compared isomer or geometry (same formula, charge and spin) in kcal per mole: 27.6
Multiplicity: 2
Orbital gap (spin up / spin down) in eV: 10.13 / 6.94
E_HOMO (spin up / spin down) in eV: -9.4 / -9.4
Expectation value of S²: 0.755

Each line ends with the Löwdin charge.
Element x y z (Å)
C (-0.116, -1.471, -1.114)  -0.122
N (-0.611, -0.148, -0.632)  -0.157
C (-0.331, 0.970, -1.669)  -0.332
O (-0.210, 0.584, -2.938)  0.059
H (-0.415, -1.643, -2.171)  0.068
H (-0.554, -2.385, -0.641)  0.091
H (0.971, -1.491, -1.045)  0.076
H (-1.666, -0.175, -0.439)  0.142
H (0.560, 1.459, -1.164)  0.144
H (-1.190, 1.662, -1.433)  0.155
C (0.354, 0.326, 2.802)  -0.413
N (0.934, 0.516, 1.579)  0.102
O (-0.680, -0.314, 2.993)  -0.035
H (0.836, 0.808, 3.678)  0.117
H (0.327, 0.333, 0.726)  0.046
H (1.791, 0.969, 1.468)  0.058

Forces on the atoms, in the same order (eV/Å):
-1.05 -0.40 -0.77
-1.84 -0.34 -1.05
-0.67 -1.42 2.70
0.08 0.98 0.55
0.46 0.32 0.40
0.37 1.20 0.46
-0.03 -0.09 0.06
2.10 -0.17 -0.42
-0.32 0.01 -1.40
0.70 -0.04 -0.95
-0.82 -0.43 0.06
-2.13 -0.78 0.17
1.01 0.73 -0.50
0.32 -0.12 -0.41
0.57 -0.28 0.88
1.25 0.84 0.20

***

Formula: C3H9N2O2
Source: the OMol25 dataset
Level of theory: ωB97M-V/def2-TZVPD

Properties
Net charge: +1
Energy relative to the best compared isomer or geometry (same formula, charge and spin) in kcal per mole: 126.9
Orbital gap in eV: 11.21
E_HOMO in eV: -14.6
SMILES: C[C@H]1OO[C@@]1(N)[NH3+]

Each line ends with the Löwdin charge.
Element x y z (Å)
C (-2.022, -0.100, 0.232)  0.014
C (-0.663, -0.506, 0.730)  -0.184
O (-0.158, -1.878, 0.251)  0.010
O (1.199, -1.331, 0.155)  -0.004
C (0.691, -0.006, 0.201)  -0.436
N (1.499, 0.897, 0.823)  0.152
N (0.718, 0.222, -1.474)  0.272
H (-2.413, 0.759, 0.812)  0.113
H (-2.704, -0.969, 0.080)  0.126
H (-1.780, 0.317, -0.727)  0.055
H (-0.505, -0.556, 1.763)  0.140
H (2.464, 0.673, 0.956)  0.114
H (1.269, 1.686, 1.518)  0.181
H (0.826, -0.714, -1.836)  0.147
H (1.606, 0.719, -1.607)  0.155
H (-0.027, 0.786, -1.874)  0.145

Forces on the atoms, in the same order (eV/Å):
0.67 0.19 -0.23
1.02 -1.64 -1.48
-0.73 1.30 0.01
-0.39 0.50 0.82
0.42 -0.86 -0.22
-0.13 2.43 1.49
0.46 1.06 1.25
-0.12 -0.89 -0.02
0.44 0.82 0.50
-0.63 0.14 -0.91
-0.20 0.12 1.74
0.48 -0.54 -0.27
-0.45 -2.05 -1.82
-0.45 -0.30 -0.51
-0.27 -0.05 -0.12
-0.12 -0.21 -0.23

***

Formula: C3H9N2O2
Source: the OMol25 dataset
Level of theory: ωB97M-V/def2-TZVPD

Properties
Net charge: +1
Energy relative to the best compared isomer or geometry (same formula, charge and spin) in kcal per mole: 108.9
Orbital gap in eV: 10.37
E_HOMO in eV: -14.2
SMILES: C[C@@H](OO)C(N)=[NH2+]

Each line ends with the Löwdin charge.
Element x y z (Å)
C (0.564, 1.439, 0.440)  -0.004
C (0.590, 0.098, -0.311)  -0.261
O (1.610, -0.748, 0.135)  -0.098
O (2.891, -0.173, -0.357)  0.046
C (-0.889, -0.539, -0.031)  -0.221
N (-1.853, 0.135, -0.641)  0.211
N (-1.199, -1.696, 0.497)  0.264
H (1.138, 2.328, -0.041)  0.141
H (0.972, 1.357, 1.378)  0.069
H (-0.388, 1.803, 0.338)  0.036
H (0.495, 0.140, -1.383)  0.151
H (3.483, -0.428, 0.357)  0.113
H (-2.713, -0.424, -0.704)  0.152
H (-1.831, 0.838, -1.326)  0.133
H (-2.187, -1.924, 0.523)  0.150
H (-0.683, -2.206, 1.128)  0.118

Forces on the atoms, in the same order (eV/Å):
2.35 1.44 -3.99
-1.45 0.02 1.79
0.65 -0.31 -0.28
-1.75 -0.10 -0.20
2.39 0.70 -1.61
-1.64 -2.60 1.14
-1.86 1.38 -0.89
-0.39 -1.96 0.35
0.36 -0.42 2.46
-2.54 0.98 0.76
0.64 0.30 -0.64
0.06 -0.18 0.42
0.16 0.85 0.01
0.90 1.14 -0.68
0.10 -0.19 0.00
2.01 -1.06 1.35

***

Formula: C3H9N2O2
Source: the OMol25 dataset
Level of theory: ωB97M-V/def2-TZVPD

Properties
Net charge: +1
Energy relative to the best compared isomer or geometry (same formula, charge and spin) in kcal per mole: 4.2
Orbital gap in eV: 11.37
E_HOMO in eV: -14.9

Each line ends with the Löwdin charge.
Element x y z (Å)
N (-1.710, -2.800, -1.031)  0.182
C (-0.856, -1.794, -0.966)  -0.171
N (-1.212, -0.553, -0.798)  0.173
H (-2.710, -2.661, -1.045)  0.138
H (-1.389, -3.693, -1.375)  0.137
H (0.188, -2.029, -1.113)  0.167
H (-0.498, 0.256, -0.734)  0.078
H (-2.201, -0.383, -0.658)  0.144
O (0.619, 1.349, -0.547)  0.062
C (0.955, 1.405, 0.638)  -0.510
O (0.465, 0.625, 1.600)  0.140
C (2.005, 2.363, 1.100)  0.042
H (-0.341, 0.180, 1.319)  0.105
H (2.767, 1.809, 1.643)  0.104
H (1.519, 3.086, 1.757)  0.109
H (2.401, 2.839, 0.209)  0.099

Forces on the atoms, in the same order (eV/Å):
0.28 0.00 -0.26
-0.47 -0.04 -0.48
0.05 -0.04 0.42
0.02 0.07 0.10
0.05 -0.04 0.22
0.17 0.05 0.09
-0.25 -0.38 -0.34
0.08 0.33 -0.14
-0.47 -0.48 1.07
0.60 0.46 -0.87
0.01 0.35 0.10
-0.47 -0.38 -0.18
-0.06 -0.21 -0.07
0.08 0.17 0.13
0.24 0.01 0.05
0.16 0.14 0.17

***

Formula: C3H9N2O3
Source: the OMol25 dataset
Level of theory: ωB97M-V/def2-TZVPD

Properties
Net charge: -1
Energy relative to the best compared isomer or geometry (same formula, charge and spin) in kcal per mole: 43.2
Orbital gap in eV: 7.86
E_HOMO in eV: -3.9

Each line ends with the Löwdin charge.
Element x y z (Å)
O (-0.592, 1.740, 1.028)  -0.072
C (0.076, 0.914, 0.395)  -0.591
N (0.530, -0.284, 0.731)  -0.013
C (-0.242, -1.077, 1.639)  -0.317
O (-0.871, -2.165, 0.899)  -0.146
C (0.630, 1.478, -1.013)  -0.209
N (-0.454, 2.270, -1.602)  -0.054
H (0.837, -1.411, -0.995)  -0.003
H (-1.009, -0.447, 2.129)  0.103
H (0.383, -1.822, 2.198)  0.100
H (0.937, 0.699, -1.722)  0.076
H (1.485, 2.157, -0.894)  0.090
H (-1.311, 1.721, -1.575)  0.054
H (-0.752, 3.055, -1.038)  0.041
H (1.676, -2.595, -1.465)  0.025
H (-0.470, -2.319, 0.039)  0.011
O (0.790, -2.242, -1.517)  -0.096

Forces on the atoms, in the same order (eV/Å):
-0.86 -0.10 0.42
2.17 0.57 -0.69
-0.24 -0.60 -0.86
1.15 -1.13 -1.18
-2.03 -0.21 -0.03
-1.04 0.19 1.10
-0.57 0.02 -1.17
-0.03 0.10 0.44
0.28 -0.78 0.26
0.06 1.95 1.07
-0.21 0.04 0.27
-0.07 -0.24 0.32
0.23 -0.27 -0.22
0.70 0.00 0.50
0.31 -0.16 0.09
0.39 0.41 0.01
-0.23 0.22 -0.32

***

Formula: C3H9N2OP
Source: the OMol25 dataset
Level of theory: ωB97M-V/def2-TZVPD

Properties
Energy relative to the best compared isomer or geometry (same formula, charge and spin) in kcal per mole: 74.0
Orbital gap in eV: 8.59
E_HOMO in eV: -7.9

Each line ends with the Löwdin charge.
Element x y z (Å)
C (2.452, -0.800, -0.108)  -0.124
C (-1.987, 1.038, -0.827)  -0.211
C (0.972, -0.965, -0.164)  -0.193
N (0.813, 0.613, 1.491)  0.011
N (0.301, -0.131, 0.587)  -0.415
O (-2.049, -1.436, 0.190)  -0.353
P (-1.459, -0.108, 0.404)  0.642
H (2.726, 0.319, -0.280)  0.102
H (2.954, -1.135, 0.822)  0.072
H (2.974, -1.393, -0.933)  0.082
H (-3.175, 0.987, -0.994)  0.112
H (-1.778, 0.603, -1.792)  0.035
H (-1.818, 2.159, -0.892)  0.072
H (0.421, -1.436, -1.016)  0.124
H (0.281, 1.392, 1.801)  0.006
H (-1.626, 0.293, 1.711)  0.038

Forces on the atoms, in the same order (eV/Å):
1.68 0.10 -1.51
-3.24 2.13 -1.70
0.39 0.35 -0.99
2.76 0.22 0.88
-1.67 -0.20 -1.38
0.06 -0.12 -0.51
-0.46 -1.31 0.78
-0.52 -1.73 0.54
-0.60 0.40 -0.26
-0.89 0.72 0.94
2.32 -0.16 1.26
0.87 -0.19 -0.33
0.46 -1.52 0.59
0.53 0.18 1.28
-1.36 0.27 0.07
-0.36 0.86 0.31

***

Formula: C3H9N2OS
Source: the OMol25 dataset
Level of theory: ωB97M-V/def2-TZVPD

Properties
Net charge: -1
Energy relative to the best compared isomer or geometry (same formula, charge and spin) in kcal per mole: 20.4
Orbital gap in eV: 7.17
E_HOMO in eV: -3.3

Each line ends with the Löwdin charge.
Element x y z (Å)
C (1.771, 0.651, 0.649)  -0.418
C (0.427, 1.204, 1.092)  -0.742
S (-0.798, 1.311, -0.242)  0.268
N (2.381, 1.380, -0.463)  -0.052
H (1.661, -0.378, 0.340)  0.077
H (2.479, 0.650, 1.488)  0.091
H (0.577, 2.205, 1.512)  0.029
H (0.072, 0.597, 1.928)  0.035
H (2.702, 2.270, -0.120)  0.036
H (1.620, 1.599, -1.111)  -0.005
C (-1.784, -2.421, -0.981)  -0.467
N (-2.559, -1.372, -0.696)  0.090
O (-2.172, -3.568, -1.149)  -0.063
H (-0.742, -2.106, -1.160)  0.116
H (-3.528, -1.571, -0.541)  0.088
H (-2.106, -0.452, -0.545)  -0.085

Forces on the atoms, in the same order (eV/Å):
0.19 0.32 -0.04
-0.09 0.06 0.33
-0.07 0.08 -0.18
0.03 -0.13 -0.24
-0.18 -0.46 -0.11
0.00 0.03 0.01
0.09 0.08 -0.04
-0.15 -0.15 0.00
0.08 0.35 0.10
0.05 -0.12 0.08
-0.05 0.31 -0.68
0.35 -0.14 0.03
0.06 -0.26 0.19
0.09 -0.17 0.22
-0.26 0.22 0.12
-0.15 -0.04 0.20

***

Formula: C3H9N2OS
Source: the OMol25 dataset
Level of theory: ωB97M-V/def2-TZVPD

Properties
Net charge: +1
Energy relative to the best compared isomer or geometry (same formula, charge and spin) in kcal per mole: 67.9
Orbital gap in eV: 8.24
E_HOMO in eV: -13.8

Each line ends with the Löwdin charge.
Element x y z (Å)
C (0.803, 0.713, 1.461)  -0.268
C (-1.624, -0.978, -1.825)  -0.096
C (-0.557, -0.521, -0.879)  -0.748
N (1.831, 0.193, 0.817)  0.194
N (0.595, 1.147, 2.690)  0.129
O (0.549, 0.030, -1.539)  -0.088
S (-1.311, 0.796, 0.263)  0.875
H (-1.074, -1.210, -2.797)  0.122
H (-1.970, -2.064, -1.533)  0.132
H (-2.489, -0.309, -1.785)  0.067
H (-0.325, -1.240, -0.167)  0.069
H (2.780, 0.333, 1.049)  0.132
H (1.666, -0.187, -0.090)  0.075
H (1.309, 1.234, 3.505)  0.193
H (-0.359, 1.387, 2.955)  0.109
H (0.177, 0.675, -2.125)  0.103

Forces on the atoms, in the same order (eV/Å):
-2.95 -0.20 -1.04
-0.02 -3.25 -0.31
-1.25 2.11 -0.26
-1.75 0.92 1.45
1.70 0.09 1.03
0.07 -1.12 0.84
3.76 -0.69 1.33
-1.28 0.96 0.81
0.35 2.20 -0.27
0.13 -0.21 -0.91
1.23 -1.49 0.77
1.10 0.11 0.79
-0.21 0.15 -0.96
-1.33 -0.38 -2.19
0.42 0.00 -0.26
0.03 0.81 -0.83